The following is a DFT calculation (wB97M-V/def2-TZVPD) of a molecular structure, C20H27N2O4PPb.

```
55
Properties=species:S:1:pos:R:3:nbo_charge:R:1
C -2.321 0.203 -4.257 -0.183
C -2.228 -0.933 -3.451 -0.210
C -1.684 -0.870 -2.152 -0.099
C -1.365 0.385 -1.630 -0.536
C -1.319 1.504 -2.483 0.041
C -1.816 1.408 -3.791 -0.225
C -1.552 -2.173 -1.404 -0.415
C -0.268 -3.020 -1.719 -0.262
N 0.979 -2.324 -1.767 0.023
Pb -1.852 1.106 0.520 1.366
C -0.739 2.845 -2.028 -0.782
P 1.002 2.649 -1.515 0.880
H -2.586 -1.890 -3.824 0.225
H -1.807 2.305 -4.425 0.233
H -2.765 0.143 -5.254 0.246
H -1.331 3.292 -1.207 0.233
H -0.749 3.586 -2.842 0.265
H -1.586 -2.029 -0.302 0.247
H -2.393 -2.847 -1.670 0.252
H -0.172 -3.779 -0.921 0.242
C 1.556 4.246 -0.863 -0.946
C 1.927 2.308 -3.047 -0.948
H -0.444 -3.539 -2.676 0.259
C 1.403 -1.640 -2.957 -0.473
C 1.973 -2.607 -0.764 -0.459
H 0.520 0.872 0.164 -0.213
H 2.036 -2.266 -3.615 0.278
H 0.520 -1.289 -3.520 0.263
H 2.020 -0.781 -2.633 0.245
H 2.639 -3.448 -1.025 0.277
H 2.609 -1.721 -0.664 0.245
H 1.465 -2.830 0.184 0.242
H 2.038 3.223 -3.657 0.249
H 2.920 1.927 -2.748 0.248
H 1.437 1.507 -3.626 0.240
H 1.634 5.048 -1.607 0.252
H 0.870 4.552 -0.057 0.246
H 2.554 4.072 -0.425 0.260
H 1.124 1.082 -0.298 0.114
O -0.970 -2.814 2.285 -0.284
C -1.141 -1.606 2.449 0.776
O -1.627 -0.846 1.493 -0.808
C -0.770 -0.997 3.781 -0.091
C -0.443 0.362 3.940 -0.125
C 0.016 0.862 5.147 -0.150
C 0.162 -0.003 6.246 0.153
C -0.184 -1.365 6.122 -0.196
C -0.636 -1.854 4.904 -0.083
N 0.696 0.503 7.471 0.461
O 1.039 1.709 7.514 -0.316
O 0.808 -0.268 8.447 -0.301
H -0.504 1.045 3.086 0.214
H 0.267 1.917 5.244 0.281
H -0.098 -2.004 6.999 0.288
H -0.863 -2.920 4.825 0.262
```

* 2S+1: 1
* Kohn-Sham gap (alpha / beta): 2.07 / 4.31 eV
* net charge: +2

The following is a DFT calculation (wB97M-V/def2-TZVPD) of 3 unconnected molecules or ions with the total composition C20H27N2O8S.

```
58
Properties=species:S:1:pos:R:3:nbo_charge:R:1
O -0.527 -3.430 3.088 -0.775
C -0.956 -2.285 3.381 0.706
O -0.874 -1.775 4.510 -0.722
C -1.674 -1.423 2.307 0.126
N -2.792 -0.842 2.656 -0.345
C -3.299 -0.099 1.621 0.084
C -4.493 0.619 1.858 -0.149
C -5.100 1.357 0.895 -0.250
C -4.565 1.463 -0.414 -0.227
C -3.365 0.774 -0.651 -0.190
C -2.742 0.005 0.348 0.069
N -1.566 -0.629 0.030 -0.423
C -1.035 -1.313 1.006 0.232
C 0.295 -2.001 0.723 -0.434
C 1.212 -0.921 0.020 -0.417
C 1.098 -0.907 -1.531 -0.485
S 0.640 0.808 -2.092 -0.119
H -4.938 0.573 2.851 0.213
H -6.035 1.874 1.110 0.201
H -5.059 2.051 -1.181 0.213
H -2.883 0.827 -1.626 0.209
H 0.827 -2.263 1.636 0.260
H 0.152 -2.862 0.059 0.219
H 0.944 0.068 0.396 0.220
H 2.245 -1.169 0.304 0.206
H 0.299 -1.551 -1.908 0.228
H 2.051 -1.085 -2.038 0.213
H -0.710 0.805 -2.142 0.136
C -1.755 6.168 -4.837 -0.639
C -3.026 6.237 -4.016 -0.069
O -3.105 5.152 -3.086 -0.497
C -2.362 5.289 -1.982 0.982
O -1.665 6.233 -1.715 -0.653
O -2.513 4.189 -1.247 -0.485
C -1.678 4.194 -0.084 -0.262
H -1.664 5.192 -5.317 0.213
H -1.754 6.943 -5.606 0.210
H -0.875 6.304 -4.210 0.228
H -3.893 6.141 -4.669 0.185
H -3.116 7.192 -3.496 0.191
H -1.812 5.101 0.503 0.191
H -0.635 4.080 -0.376 0.195
H -1.971 3.342 0.525 0.211
C 4.251 -5.878 3.431 -0.637
C 3.425 -5.214 2.350 -0.081
O 4.061 -4.009 1.884 -0.483
C 5.068 -4.179 1.037 0.983
O 5.484 -5.230 0.619 -0.659
O 5.565 -2.972 0.737 -0.495
C 6.714 -3.010 -0.104 -0.255
H 4.467 -5.171 4.233 0.213
H 3.718 -6.734 3.846 0.217
H 5.208 -6.225 3.040 0.213
H 2.459 -4.915 2.755 0.227
H 3.230 -5.893 1.519 0.189
H 6.526 -3.597 -1.002 0.194
H 7.566 -3.414 0.442 0.183
H 6.935 -1.986 -0.394 0.191
```

* 2S+1: 1
* Kohn-Sham gap: 7.06 eV
* net charge: -1

The following is a DFT calculation (wB97M-V/def2-TZVPD) of a single C20H27N3O molecule.

```
51
Properties=species:S:1:pos:R:3:nbo_charge:R:1
C 0.066 0.175 -3.817 -0.422
C -1.175 0.611 -3.676 0.048
C -1.823 1.495 -4.699 -0.638
H -1.174 1.642 -5.559 0.216
H -2.052 2.468 -4.264 0.216
H -2.761 1.057 -5.038 0.214
C -2.063 0.245 -2.509 -0.247
C -1.320 0.133 -1.177 -0.456
C -2.289 -0.157 -0.055 0.204
N -2.165 0.213 1.160 -0.218
N -1.112 0.931 1.587 -0.469
C -0.960 1.276 2.893 0.657
O -1.743 1.032 3.778 -0.581
C 0.333 2.070 3.133 -0.319
N 1.326 1.866 2.101 -0.644
C 2.068 0.682 2.067 0.218
C 1.638 -0.467 2.724 -0.289
C 2.356 -1.646 2.628 -0.187
C 3.517 -1.714 1.877 -0.047
C 3.935 -0.566 1.214 -0.189
C 3.236 0.625 1.289 -0.064
C 3.725 1.837 0.548 -0.639
H 2.964 2.208 -0.139 0.216
H 3.985 2.643 1.238 0.208
H 4.614 1.592 -0.028 0.225
H 4.837 -0.604 0.619 0.201
C 4.317 -2.979 1.780 -0.622
H 5.265 -2.868 2.307 0.216
H 3.777 -3.813 2.219 0.214
H 4.541 -3.215 0.740 0.214
H 2.000 -2.521 3.152 0.210
H 0.737 -0.451 3.315 0.222
H 1.891 2.683 1.922 0.389
H 0.052 3.127 3.140 0.231
H 0.695 1.815 4.139 0.213
H -0.346 1.177 0.959 0.395
C -3.449 -0.985 -0.365 -0.024
C -3.655 -1.434 -1.608 -0.161
C -2.789 -1.079 -2.772 -0.426
H -3.396 -1.007 -3.677 0.215
H -2.049 -1.870 -2.941 0.217
H -4.493 -2.086 -1.811 0.204
C -4.356 -1.325 0.776 -0.626
H -3.795 -1.832 1.557 0.229
H -4.755 -0.413 1.213 0.230
H -5.175 -1.959 0.445 0.206
H -0.594 -0.684 -1.218 0.226
H -0.771 1.062 -0.996 0.213
H -2.826 1.025 -2.400 0.209
H 0.660 0.441 -4.675 0.197
H 0.549 -0.461 -3.095 0.194
```

* 2S+1: 1
* Kohn-Sham gap: 8.57 eV
* SMILES string: C=C(C)[C@H]1CC=C(C)/C(=N/NC(=O)CNc2ccc(C)cc2C)C1
* energy above the lowest of the compared OMol25 structures with the same formula, charge and spin: 1.257 eV

The following is a DFT calculation (wB97M-V/def2-TZVPD) of a single C20H27N3O4 molecule.

```
54
Properties=species:S:1:pos:R:3:nbo_charge:R:1
C 5.179 -2.699 0.072 -0.638
C 4.584 -1.350 0.463 -0.064
H 5.379 -0.666 0.769 0.191
O 3.727 -1.428 1.593 -0.547
C 2.428 -1.877 1.340 0.384
C 1.749 -2.115 2.697 -0.237
C 0.496 -2.994 2.570 -0.391
C -0.638 -2.401 1.737 -0.439
C -1.878 -3.297 1.776 -0.047
O -2.900 -2.847 0.921 -0.711
H -3.118 -1.936 1.148 0.463
H -2.247 -3.374 2.810 0.149
H -1.630 -4.302 1.426 0.173
H -0.903 -1.410 2.115 0.198
H -0.325 -2.291 0.697 0.216
H 0.124 -3.194 3.578 0.206
H 0.786 -3.954 2.135 0.203
C 1.479 -0.780 3.415 -0.249
C 1.150 0.299 2.437 -0.188
C 1.287 0.169 1.119 0.176
C 0.910 1.266 0.189 0.641
O 0.414 2.311 0.583 -0.661
N 1.170 1.011 -1.108 -0.589
H 1.445 0.074 -1.358 0.421
C 0.822 1.947 -2.162 -0.267
C -0.649 1.962 -2.421 0.370
N -1.235 1.537 -3.502 -0.461
C -2.578 1.728 -3.288 0.064
C -3.670 1.457 -4.105 -0.197
C -4.924 1.753 -3.615 -0.232
C -5.107 2.306 -2.345 -0.214
C -4.039 2.585 -1.517 -0.263
C -2.774 2.291 -2.002 0.167
N -1.517 2.433 -1.479 -0.562
H -1.236 2.762 -0.565 0.451
H -4.179 3.013 -0.536 0.213
H -6.110 2.519 -2.006 0.211
H -5.793 1.554 -4.225 0.211
H -3.527 1.030 -5.084 0.221
H 1.347 1.670 -3.075 0.238
H 1.138 2.944 -1.835 0.228
O 1.740 -0.974 0.500 -0.539
H 0.796 1.244 2.817 0.240
C 2.670 -0.348 4.279 -0.598
H 2.850 -1.078 5.064 0.205
H 2.468 0.616 4.740 0.207
H 3.560 -0.267 3.663 0.230
H 0.617 -0.913 4.080 0.216
H 2.480 -2.678 3.286 0.228
H 2.442 -2.813 0.758 0.164
H 4.046 -0.907 -0.384 0.173
H 5.676 -3.147 0.929 0.214
H 5.905 -2.557 -0.724 0.218
H 4.409 -3.382 -0.281 0.203
```

* 2S+1: 1
* Kohn-Sham gap: 8.92 eV
* SMILES string: CCO[C@@H]1OC(C(=O)NCc2nc3ccccc3[nH]2)=C[C@H](C)[C@H]1CCCO
* energy above the lowest of the compared OMol25 structures with the same formula, charge and spin: 1.988 eV